51
Properties=species:S:1:pos:R:3:lowdin_charge:R:1 method="wB97M-V/def2-TZVPD" spin_multiplicity=5 homo_ev="-10.2 / -11.1" relative_energy_ev=0.1619 charge=+1 e_tot_ev=-137503.9291
Ir 0.37 0.02 0.25 1.055
Br -0.35 2.11 2.38 0.862
C -1.00 3.24 1.01 -0.586
C -1.47 4.47 1.41 -0.117
C -2.01 5.35 0.46 -0.053
C -2.08 4.97 -0.85 -0.015
C -1.61 3.71 -1.26 -0.157
C -1.72 3.33 -2.63 -0.002
C -1.28 2.12 -3.06 -0.052
C -0.69 1.24 -2.15 -0.124
C -0.54 1.52 -0.79 -0.304
C -1.03 2.80 -0.33 -0.224
H -1.42 4.75 2.45 0.103
H -2.37 6.32 0.78 0.116
H -2.51 5.63 -1.59 0.121
H -2.17 4.04 -3.31 0.123
H -1.38 1.83 -4.10 0.115
H -0.32 0.29 -2.53 0.062
O 2.25 -0.26 1.58 -0.261
C 2.51 -1.56 2.17 -0.215
C 2.02 -1.65 3.60 -0.150
C 0.62 -1.06 3.80 -0.149
C -0.50 -1.74 3.06 -0.261
C -1.22 -2.75 3.70 0.000
C -2.31 -3.33 3.08 -0.026
C -2.67 -2.89 1.81 -0.032
C -1.90 -1.91 1.22 -0.166
N -0.83 -1.35 1.82 -0.024
H 2.48 0.45 2.19 0.101
H 3.58 -1.76 2.10 0.131
H 1.99 -2.27 1.52 0.086
H 2.71 -1.11 4.26 0.124
H 2.04 -2.69 3.90 0.129
H 0.62 -0.01 3.53 0.022
H 0.38 -1.10 4.87 0.126
H -0.93 -3.05 4.70 0.125
H -2.87 -4.11 3.57 0.121
H -3.52 -3.29 1.28 0.118
H -2.13 -1.55 0.23 0.091
Cl 2.73 0.33 -1.46 0.741
C 2.20 -0.73 -2.74 -0.649
C 2.78 -0.56 -3.98 -0.097
C 2.40 -1.38 -5.03 -0.053
C 1.44 -2.36 -4.83 -0.093
C 0.87 -2.52 -3.57 -0.682
Cl -0.34 -3.74 -3.37 0.702
C 1.23 -1.71 -2.49 -0.680
S 0.49 -1.98 -0.93 0.650
H 3.53 0.20 -4.12 0.113
H 2.84 -1.26 -6.00 0.118
H 1.12 -3.01 -5.63 0.113